The following is a quantum chemistry calculation of 8 unconnected molecules or ions with the total composition C3H22O8, from OMol25.

Its HOMO energy is -9.973 eV. The calculation puts the energy above the lowest of the compared OMol25 structures with the same formula, charge and spin at 10.4 kcal per mole. For the LUMO energy, the calculation gives -0.14 eV. The structure (SMILES) is CC(C)O.O.O.O.O.O.O.O. The strongest force on any atom comes out at 0.015 Eh/bohr. The calculation puts the molar mass at 186.20 g/mol.

Atoms and positions in Å:
1 H 2.498 1.191 0.733
2 O 1.977 -0.528 -0.416
3 O 0.213 2.061 1.539
4 C 0.598 -2.495 -0.012
5 O -4.155 -0.153 -0.010
6 H -2.796 1.733 -3.029
7 H 3.353 -2.204 0.743
8 O -2.250 2.441 -2.676
9 H 2.278 -2.624 2.130
10 H 0.736 -3.444 0.506
11 H 0.852 -2.586 -1.065
12 H -0.342 1.233 0.072
13 H -2.702 -0.206 1.303
14 O 0.530 1.146 -3.494
15 H 0.757 -0.723 1.227
16 H -4.184 -0.273 -0.965
17 H 0.445 2.974 1.741
18 H -0.475 -2.282 0.070
19 H -2.269 -1.373 2.176
20 O -1.962 -0.522 1.848
21 H 3.995 1.221 0.981
22 H -5.076 -0.078 0.264
23 H 0.196 1.931 -3.942
24 O -0.630 0.738 -0.732
25 H -1.581 1.990 -2.134
26 H 3.018 -1.036 2.023
27 H -0.554 1.842 2.085
28 H -1.453 0.313 -0.468
29 C 1.406 -1.349 0.608
30 O 3.212 1.778 1.031
31 H 1.274 -0.235 -1.017
32 C 2.585 -1.849 1.432
33 H 0.506 1.371 -2.556

natural (NBO) population analysis, charges in e, atoms 1 to 2: 0.490, -0.756